(1)
{
  "formula": "C27H32F3N4O2S3W",
  "method": "wB97M-V/def2-TZVPD",
  "total_charge": 3,
  "de_lowest_kj_mol": 17.90,
  "spin_multiplicity": 1,
  "fmax_ev_per_a": 0.47,
  "energy_ha": -2977.98684,
  "homo_lumo_gap_ev": [6.1, 6.2],
  "elements": ["W", "C", "C", "C", "C", "C", "C", "C", "N", "N", "C", "C", "C", "C", "C", "C", "N", "C", "C", "C", "C", "C", "C", "N", "H", "H", "H", "H", "H", "H", "H", "H", "H", "H", "H", "H", "H", "H", "H", "H", "H", "H", "H", "H", "C", "C", "S", "C", "C", "S", "C", "C", "S", "H", "H", "H", "H", "H", "H", "H", "H", "H", "H", "H", "H", "F", "C", "F", "F", "C", "O", "O"],
  "xyz": [[0.04, -0.42, 0.22], [-1.01, -3.04, -1.21], [-1.31, -3.74, 0.10], [-1.84, -2.86, 1.20], [-2.66, -3.40, 2.18], [-3.15, -2.60, 3.20], [-2.83, -1.25, 3.21], [-2.04, -0.76, 2.20], [-1.52, -1.55, 1.22], [0.20, -2.16, -1.20], [0.38, -1.61, -2.57], [1.42, -0.53, -2.52], [2.25, -0.22, -3.57], [3.15, 0.83, -3.44], [3.20, 1.52, -2.24], [2.35, 1.15, -1.21], [1.47, 0.13, -1.34], [1.43, -2.96, -0.89], [1.74, -2.97, 0.58], [2.49, -3.96, 1.18], [2.75, -3.88, 2.54], [2.21, -2.81, 3.26], [1.46, -1.87, 2.60], [1.24, -1.93, 1.27], [-1.86, -2.42, -1.52], [-0.85, -3.79, -1.99], [-0.45, -4.30, 0.46], [-2.07, -4.49, -0.12], [-2.92, -4.45, 2.12], [-3.79, -3.02, 3.96], [-3.20, -0.58, 3.97], [-1.80, 0.30, 2.15], [-0.57, -1.22, -2.91], [0.67, -2.41, -3.26], [2.19, -0.79, -4.49], [3.81, 1.10, -4.25], [3.88, 2.34, -2.08], [2.35, 1.68, -0.28], [2.28, -2.50, -1.41], [1.32, -3.97, -1.28], [2.87, -4.79, 0.59], [3.34, -4.63, 3.03], [2.38, -2.72, 4.32], [1.01, -1.04, 3.12], [-1.50, 4.52, 1.13], [-1.08, 4.84, -0.31], [-0.08, 3.60, -1.18], [-1.21, 3.07, -2.49], [-1.33, 1.55, -2.63], [-1.66, 0.62, -1.10], [-3.26, 1.15, -0.42], [-3.33, 2.56, 0.16], [-2.13, 2.86, 1.48], [-2.24, 5.25, 1.45], [-0.65, 4.62, 1.80], [-0.49, 5.75, -0.28], [-1.95, 5.06, -0.93], [-0.83, 3.42, -3.46], [-2.18, 3.53, -2.36], [-0.40, 1.13, -3.00], [-2.12, 1.29, -3.34], [-3.49, 0.39, 0.32], [-3.98, 1.03, -1.23], [-4.34, 2.69, 0.54], [-3.19, 3.31, -0.62], [0.16, 3.16, 3.92], [0.65, 1.99, 3.56], [1.76, 1.73, 4.22], [-0.25, 1.03, 3.82], [0.98, 2.02, 2.04], [1.57, 2.90, 1.52], [0.65, 0.85, 1.39]],
  "mulliken_charge": [0.92, -1.05, -0.93, 0.69, -0.94, -0.69, -1.19, -0.15, 1.08, -0.18, -1.11, 0.41, -0.81, -0.77, -0.80, -0.07, 0.56, -1.09, 0.59, -1.18, -0.44, -1.16, -0.06, 0.31, 0.36, 0.60, 0.36, 0.70, 0.57, 0.50, 0.59, 0.30, 0.57, 0.63, 0.58, 0.50, 0.58, 0.14, 0.61, 0.50, 0.58, 0.48, 0.53, 0.55, -0.62, -1.00, 0.12, -1.08, -0.69, 0.47, -0.87, -0.80, -0.01, 0.57, 0.38, 0.50, 0.46, 0.58, 0.54, 0.01, 0.72, 0.21, 0.73, 0.61, 0.23, -0.21, 0.68, -0.24, -0.14, 0.12, -0.40, 0.00]
}

***

(2)
{
  "formula": "C27H32GeIrN9OSe",
  "method": "wB97M-V/def2-TZVPD",
  "total_charge": 2,
  "de_lowest_kj_mol": 80.96,
  "spin_multiplicity": 1,
  "fmax_ev_per_a": 2.55,
  "energy_ha": -6198.24630,
  "homo_lumo_gap_ev": [5.4, 5.4],
  "elements": ["Ir", "C", "Ge", "C", "C", "C", "H", "H", "H", "H", "H", "H", "H", "H", "H", "H", "H", "N", "C", "O", "C", "C", "C", "C", "N", "C", "H", "H", "H", "H", "H", "H", "C", "C", "N", "C", "C", "N", "C", "N", "N", "N", "C", "C", "C", "C", "C", "C", "H", "H", "H", "H", "H", "H", "H", "H", "H", "H", "H", "Se", "N", "C", "C", "C", "C", "C", "C", "N", "H", "H", "H", "H"],
  "xyz": [[-0.51, 1.28, -0.33], [-0.18, 2.20, -3.72], [-1.89, 1.44, -3.18], [-3.42, 2.45, -3.80], [-1.99, -0.47, -3.55], [-2.25, 1.68, -1.14], [0.04, 1.94, -4.76], [0.63, 1.83, -3.09], [-0.21, 3.29, -3.64], [-3.43, 2.41, -4.89], [-3.36, 3.48, -3.47], [-4.34, 2.00, -3.42], [-2.60, -0.63, -4.44], [-2.44, -1.00, -2.72], [-0.99, -0.88, -3.74], [-3.07, 0.99, -0.91], [-2.61, 2.70, -1.01], [5.05, 1.81, 1.03], [4.55, 0.67, 1.58], [5.18, -0.34, 1.76], [3.08, 0.68, 1.93], [2.67, 0.17, 3.15], [1.32, 0.03, 3.41], [0.41, 0.39, 2.43], [0.81, 0.88, 1.25], [2.12, 1.04, 1.01], [6.03, 1.84, 0.83], [4.53, 2.67, 1.03], [3.42, -0.13, 3.88], [0.96, -0.37, 4.35], [-0.65, 0.28, 2.58], [2.40, 1.44, 0.04], [0.94, -1.54, -1.88], [-0.26, -1.71, -1.02], [-0.93, -0.74, -0.42], [-1.98, -1.32, 0.28], [-1.93, -2.66, 0.08], [-0.85, -2.89, -0.74], [-0.33, -4.22, -1.11], [0.76, -4.59, -0.27], [2.04, -4.29, -0.67], [2.85, -4.61, 0.26], [2.12, -5.13, 1.32], [2.54, -5.62, 2.56], [1.57, -6.05, 3.44], [0.20, -5.99, 3.10], [-0.23, -5.53, 1.87], [0.77, -5.11, 0.99], [1.04, -0.49, -2.17], [0.88, -2.14, -2.78], [1.85, -1.85, -1.35], [-2.68, -0.75, 0.85], [-2.58, -3.45, 0.43], [0.04, -4.19, -2.13], [-1.13, -4.94, -1.03], [3.60, -5.67, 2.81], [1.85, -6.44, 4.40], [-0.53, -6.32, 3.82], [-1.28, -5.49, 1.62], [1.23, 4.10, -1.02], [-0.14, 3.26, -0.16], [-0.88, 4.21, 0.39], [-2.06, 4.01, 1.17], [-2.72, 5.09, 1.62], [-2.28, 6.44, 1.36], [-1.18, 6.68, 0.64], [-0.43, 5.57, 0.13], [0.66, 5.68, -0.58], [-2.41, 3.01, 1.38], [-3.63, 4.94, 2.19], [-2.85, 7.27, 1.76], [-0.86, 7.69, 0.40]],
  "mulliken_charge": [-0.28, -1.04, 0.52, -1.17, -1.01, -1.34, 0.44, 0.26, 0.35, 0.43, 0.38, 0.39, 0.51, 0.27, 0.24, 0.62, 0.81, -0.34, 0.15, -0.55, -0.09, -0.23, -0.98, -0.05, -0.29, 0.03, 0.25, 0.20, 0.52, 0.48, 0.48, 0.58, -1.65, 1.07, 0.52, -0.51, -0.73, 0.32, -1.54, 0.76, -0.42, -0.63, 0.15, -0.71, -0.54, -0.64, -0.69, 1.50, 0.18, 0.50, 0.34, 0.59, 0.55, 0.29, 0.52, 0.46, 0.41, 0.41, 0.35, 0.31, -0.02, 1.44, -0.35, -0.74, -0.59, -0.70, 0.17, -0.67, 0.45, 0.43, 0.41, 0.48]
}

***

(3)
{
  "formula": "C27H32N2O4",
  "method": "wB97M-V/def2-TZVPD",
  "smiles": "CCCCc1cc(=O)oc2cc(OCC(=O)NC3CCN(Cc4ccccc4)CC3)ccc12",
  "de_lowest_kj_mol": 15.48,
  "spin_multiplicity": 1,
  "fmax_ev_per_a": 0.94,
  "energy_ha": -1458.57180,
  "homo_lumo_gap_ev": 8.7,
  "elements": ["C", "C", "C", "C", "C", "C", "C", "O", "O", "C", "C", "C", "O", "C", "C", "O", "N", "C", "C", "C", "N", "C", "C", "C", "C", "C", "C", "C", "C", "C", "C", "C", "C", "H", "H", "H", "H", "H", "H", "H", "H", "H", "H", "H", "H", "H", "H", "H", "H", "H", "H", "H", "H", "H", "H", "H", "H", "H", "H", "H", "H", "H", "H", "H", "H"],
  "xyz": [[4.45, 4.87, 1.17], [3.63, 3.64, 1.54], [4.49, 2.45, 1.97], [5.28, 1.82, 0.82], [4.37, 1.19, -0.19], [4.07, 1.84, -1.35], [3.15, 1.31, -2.33], [2.84, 1.85, -3.36], [2.59, 0.09, -2.05], [2.87, -0.59, -0.92], [2.24, -1.82, -0.76], [2.47, -2.57, 0.38], [1.89, -3.76, 0.66], [1.04, -4.35, -0.31], [-0.25, -3.56, -0.59], [-0.85, -3.67, -1.63], [-0.63, -2.77, 0.43], [-1.72, -1.82, 0.34], [-2.68, -1.97, 1.52], [-3.78, -0.92, 1.43], [-3.19, 0.40, 1.44], [-4.16, 1.47, 1.65], [-5.19, 1.61, 0.55], [-6.38, 0.90, 0.60], [-7.30, 0.97, -0.43], [-7.04, 1.77, -1.54], [-5.86, 2.49, -1.60], [-4.94, 2.41, -0.56], [-2.35, 0.60, 0.28], [-1.18, -0.38, 0.32], [3.34, -2.08, 1.36], [3.97, -0.87, 1.20], [3.75, -0.09, 0.05], [5.07, 4.68, 0.29], [3.80, 5.71, 0.94], [5.11, 5.16, 1.99], [3.00, 3.35, 0.70], [2.97, 3.91, 2.38], [3.84, 1.70, 2.42], [5.20, 2.78, 2.74], [5.89, 2.58, 0.33], [5.96, 1.06, 1.22], [4.50, 2.79, -1.60], [1.58, -2.14, -1.55], [0.77, -5.32, 0.10], [1.56, -4.50, -1.26], [-0.06, -2.73, 1.26], [-2.23, -2.04, -0.60], [-3.11, -2.97, 1.52], [-2.13, -1.83, 2.45], [-4.38, -1.10, 0.51], [-4.44, -1.01, 2.29], [-4.66, 1.27, 2.60], [-3.60, 2.40, 1.74], [-6.60, 0.28, 1.47], [-8.22, 0.41, -0.37], [-7.75, 1.82, -2.34], [-5.65, 3.11, -2.45], [-4.03, 2.98, -0.61], [-2.90, 0.47, -0.67], [-1.96, 1.62, 0.31], [-0.54, -0.23, -0.55], [-0.59, -0.21, 1.22], [3.51, -2.68, 2.24], [4.65, -0.53, 1.96]],
  "mulliken_charge": [-1.27, -0.36, -0.61, -1.31, 0.87, -0.29, -0.01, -0.64, -0.51, -0.42, 0.02, 0.47, -0.54, -0.47, 0.49, -0.66, -0.04, -0.55, -0.85, -0.58, 0.16, -1.80, 0.92, -0.23, -0.68, -0.39, -0.70, -0.19, -0.71, -0.43, -1.45, -0.45, 0.99, 0.28, 0.38, 0.33, 0.26, 0.37, 0.42, 0.42, 0.48, 0.46, 0.38, 0.60, 0.33, 0.36, 0.34, 0.27, 0.37, 0.33, 0.39, 0.41, 0.53, 0.52, 0.35, 0.38, 0.38, 0.38, 0.36, 0.39, 0.36, 0.25, 0.30, 0.46, 0.38]
}

***

> What is the formula in the second record?

C27H32GeIrN9OSe